DFT (ωB97M-V/def2-TZVPD) results for a cluster of 12 separate species, C36H96O44P8 in total in a non-equilibrium geometry.

XYZ file:
```
184
Properties=species:S:1:pos:R:3:forces:R:3
C -3.312864 -2.144311 -3.074729 1.567 0.945 -1.828
O -3.435190 -3.561919 -3.144038 1.367 -1.180 -0.905
P -2.123568 -4.418918 -3.515989 0.306 0.022 -0.934
O -0.953690 -4.306594 -2.623605 -1.028 -0.001 -0.667
O -2.718261 -5.894582 -3.805357 0.183 1.611 0.569
C -3.745096 -6.426754 -2.956844 0.332 -0.864 0.115
O -1.786880 -3.918760 -5.015747 -0.034 -0.402 1.162
C -2.762748 -4.000993 -6.046054 -0.743 0.229 -0.143
H -3.690492 -1.702044 -2.159326 0.203 -0.377 -0.194
H -3.756200 -1.682374 -3.962603 -0.668 -0.228 0.224
H -2.272913 -1.883282 -3.289657 0.012 0.225 0.792
H -4.492840 -6.847071 -3.627187 -0.233 0.194 0.201
H -4.152324 -5.709384 -2.247096 0.107 -0.068 -0.492
H -3.317556 -7.246238 -2.375235 0.044 0.022 -0.063
H -3.808466 -3.832820 -5.760070 0.228 0.113 0.766
H -2.787403 -5.000481 -6.477543 0.502 0.167 -0.400
H -2.548757 -3.166289 -6.710556 0.258 -0.451 -0.461
C 3.493828 -9.067783 -0.133234 -0.155 -0.125 -0.019
O 2.496353 -8.054442 0.037192 -0.211 0.925 0.214
P 2.921529 -6.528483 0.239650 -1.184 -0.186 0.452
O 3.946556 -5.971014 -0.647054 0.380 -0.042 0.001
O 3.275085 -6.536902 1.792596 0.041 -0.116 -0.154
C 3.807239 -5.359103 2.417993 0.439 -0.190 -0.215
O 1.523331 -5.764801 0.143191 0.671 -1.214 0.132
C 1.504521 -4.339004 0.003044 -0.863 -0.101 -0.039
H 3.320939 -9.913120 0.533787 -0.292 0.298 0.275
H 4.479730 -8.665560 0.091097 0.135 -0.114 -0.417
H 3.360297 -9.457006 -1.140840 0.526 0.180 -0.119
H 4.804689 -5.626276 2.767604 -0.014 0.180 0.116
H 3.185148 -5.067419 3.260730 -0.103 -0.065 -0.088
H 3.889319 -4.532756 1.711942 -0.048 -0.010 0.101
H 1.098166 -3.908780 0.921813 0.285 -0.081 0.022
H 0.759931 -4.156710 -0.773980 0.363 0.303 -0.186
H 2.493568 -3.957884 -0.233729 -0.153 0.173 -0.092
C -2.805066 1.829054 -6.892632 -0.219 -0.505 0.132
O -1.527320 2.021130 -6.283672 1.231 -0.504 -0.172
P -0.779057 0.826686 -5.550616 0.793 -0.749 0.234
O -1.654341 0.174336 -4.565975 0.370 0.189 0.193
O 0.599534 1.441924 -4.993596 -1.706 -0.275 -0.324
C 1.685847 1.719316 -5.869786 0.919 0.745 -0.116
O -0.218429 -0.246597 -6.635879 -0.778 1.106 0.225
C 0.429026 -1.419617 -6.104417 -0.048 0.076 0.197
H -3.381643 2.726221 -6.683646 0.030 0.046 -0.354
H -3.335634 0.977920 -6.459237 0.127 0.046 0.172
H -2.656917 1.612599 -7.949890 -0.137 0.374 -0.049
H 2.582112 1.335187 -5.382068 -0.036 -0.202 -0.173
H 1.828245 2.797555 -5.986353 -0.280 0.022 0.258
H 1.577900 1.337244 -6.883838 -0.181 -0.409 0.207
H 1.510416 -1.283212 -6.082942 0.020 0.033 -0.338
H 0.117598 -2.235136 -6.748947 0.234 -0.149 0.065
H 0.134650 -1.626576 -5.075220 -0.325 -0.007 -0.093
C -6.484452 3.453650 0.224135 -0.234 0.267 -0.906
O -5.296342 4.157371 -0.179297 0.046 -0.075 0.012
P -4.709419 5.310338 0.736454 0.312 -0.723 0.216
O -5.302138 5.315636 2.082467 0.347 0.212 -0.169
O -3.152135 5.021337 0.568981 -0.752 0.260 0.206
C -2.158305 5.913855 1.105480 0.864 -0.622 -0.626
O -4.914282 6.638154 -0.085118 0.076 0.673 0.301
C -6.212724 7.261672 -0.041028 -0.036 0.116 -0.671
H -6.217382 2.434677 0.491891 -0.064 0.098 0.435
H -7.128067 3.404570 -0.656838 0.126 -0.066 -0.064
H -7.038614 4.021082 0.966430 0.227 -0.349 0.433
H -1.442193 6.094893 0.300617 -0.445 0.601 -0.274
H -1.510859 5.362477 1.789508 -0.620 0.082 0.657
H -2.583519 6.820837 1.520571 0.076 0.019 0.067
H -6.637212 7.101012 -1.031354 -0.369 -0.175 0.164
H -6.143432 8.341598 0.075713 0.499 -0.053 0.193
H -6.830723 6.873764 0.764816 -0.001 -0.166 -0.049
C 3.849661 -2.009395 6.519173 -0.513 0.424 -0.349
O 3.378197 -2.284243 5.177878 0.196 0.197 -0.277
P 4.286562 -1.829098 3.957880 0.144 -0.270 -1.527
O 4.701820 -0.422095 3.811519 -0.083 -0.533 0.818
O 5.480639 -2.902045 4.039444 -0.853 0.608 0.039
C 6.550797 -2.833875 3.104097 0.891 -0.040 0.158
O 3.470884 -2.306692 2.656242 0.539 0.189 1.555
C 2.407197 -1.466929 2.203305 -1.519 -0.922 -1.428
H 4.625389 -1.249194 6.434968 0.299 -0.287 0.472
H 4.121333 -2.948311 6.993489 0.444 0.096 -0.113
H 3.024475 -1.580738 7.087051 -0.074 0.003 -0.156
H 7.475505 -2.998831 3.659708 -0.090 -0.210 0.029
H 6.687969 -1.857794 2.637217 -0.507 0.037 -0.064
H 6.439136 -3.627085 2.366659 -0.083 0.100 -0.096
H 2.683612 -0.923294 1.304022 0.365 0.496 0.458
H 1.838309 -0.898014 2.936145 0.714 0.273 0.321
H 1.654488 -2.160302 1.809062 0.072 0.038 0.178
C -2.918723 -0.613885 0.212477 0.045 -0.378 -0.006
O -2.665214 -1.806084 0.964753 -0.132 -1.151 0.226
P -3.681779 -3.043043 0.968821 1.126 -0.059 0.782
O -4.926952 -2.847737 1.722695 -0.090 -0.032 -0.727
O -3.773632 -3.404472 -0.590319 -0.179 0.308 0.399
C -4.983187 -3.580657 -1.305921 -2.070 -0.183 0.436
O -2.737455 -4.193018 1.585215 -0.085 1.406 -0.058
C -3.197822 -5.516189 1.820652 -0.398 -0.557 -1.604
H -1.997251 -0.318814 -0.287403 -0.740 -0.390 0.329
H -3.227578 0.163621 0.907119 -0.223 0.087 -0.150
H -3.648488 -0.823152 -0.570843 -0.207 0.392 0.291
H -5.855451 -3.157422 -0.804649 0.205 -0.064 0.556
H -5.155713 -4.650620 -1.431709 -0.228 0.274 0.127
H -4.971862 -3.134105 -2.300432 -0.301 -0.207 1.005
H -4.242214 -5.630777 1.518963 -0.152 0.145 0.434
H -3.045108 -5.894532 2.826349 0.115 0.518 0.158
H -2.656712 -6.138026 1.102503 0.195 -0.176 0.313
C -5.055376 -0.033886 3.895845 -0.577 -1.531 1.070
O -5.012054 0.995268 4.898735 0.231 0.728 -0.448
P -3.586086 1.559313 5.339035 -0.124 1.229 0.642
O -3.676802 2.625131 6.368690 -0.070 -1.249 -1.004
O -2.704292 0.300414 5.707633 0.538 -0.096 -0.583
C -2.607396 -0.200097 7.035048 -0.054 0.199 0.339
O -2.896939 1.956049 3.962456 0.126 -0.059 0.248
C -3.536057 2.977750 3.175788 0.085 0.214 0.073
H -4.217818 -0.106876 3.206162 0.172 0.390 0.192
H -5.995630 -0.064496 3.348177 -0.013 0.778 0.012
H -5.107688 -0.931746 4.516128 0.355 -0.411 -0.542
H -1.945837 -1.064586 7.078285 -0.271 -0.182 -0.574
H -3.622373 -0.458273 7.338676 0.246 -0.069 0.547
H -2.117988 0.522614 7.690773 -0.516 0.264 0.013
H -4.098239 2.501343 2.373649 -0.068 0.050 -0.024
H -2.760962 3.614213 2.756801 0.089 -0.184 -0.070
H -4.183258 3.627159 3.762877 -0.109 -0.186 0.080
C 5.588313 -3.023100 -0.812702 0.423 -1.202 0.248
O 5.433020 -1.993169 -1.773672 -0.469 0.559 -0.331
P 4.040258 -1.272663 -2.068556 -0.186 0.071 -0.470
O 4.063014 -0.445937 -3.292578 0.193 -0.581 0.719
O 2.923139 -2.430919 -2.041580 0.350 0.994 0.267
C 2.927644 -3.392458 -3.105394 0.819 -0.846 -0.023
O 3.729710 -0.492676 -0.724908 -0.573 -0.228 -0.742
C 4.320458 0.802849 -0.506397 -0.228 -0.178 1.275
H 6.191834 -3.774995 -1.322911 -0.089 -0.148 0.240
H 4.673364 -3.509246 -0.470396 -0.232 0.199 -0.443
H 6.115334 -2.744524 0.103152 0.070 0.689 -0.302
H 1.987433 -3.459536 -3.648446 -0.139 0.517 0.193
H 3.120223 -4.374250 -2.667328 -0.093 0.036 0.153
H 3.761842 -3.204768 -3.783095 -0.192 0.157 -0.201
H 4.546300 1.386301 -1.393933 0.086 -0.399 -0.246
H 5.175100 0.609265 0.143556 0.303 0.369 -0.338
H 3.604567 1.352751 0.103346 -0.092 0.080 -0.142
C -0.133702 -0.973627 -1.809992 0.220 -1.358 0.767
O -0.530051 0.329635 -1.445215 -0.275 0.759 -0.819
C -0.321736 0.769420 -0.224407 2.093 0.315 0.425
O 0.320267 0.205449 0.625625 -0.159 -0.337 0.280
O -0.780027 2.003790 -0.125986 -0.913 0.508 -0.524
C -0.260447 2.808198 0.913623 0.949 0.201 0.987
H -0.846461 -1.691781 -1.390995 -0.324 -0.004 -0.562
H 0.792911 -1.349306 -1.368586 0.293 0.837 -0.052
H -0.069557 -0.980880 -2.891778 -0.236 -0.082 0.038
H -0.584811 2.527857 1.916817 -0.339 -0.254 -0.144
H -0.509944 3.849629 0.747296 -0.305 -0.157 -0.405
H 0.828305 2.759276 0.946068 0.044 -0.112 -0.196
C 3.159109 2.368395 3.239047 -1.923 -0.275 -1.017
O 3.972334 3.509340 3.371558 0.476 0.399 0.899
C 4.130083 4.309309 2.331241 1.051 -1.360 -0.198
O 3.618088 4.136728 1.253425 2.243 -1.647 0.119
O 4.956976 5.282321 2.694047 0.856 -0.357 0.115
C 5.480171 6.113544 1.665822 -0.191 0.751 -0.210
H 3.452540 1.793879 2.363551 0.475 -0.494 0.483
H 2.114634 2.626882 3.012027 0.345 0.407 0.042
H 3.070551 1.849155 4.186022 0.934 -0.208 -0.058
H 6.494409 6.444268 1.883656 0.083 -0.576 0.412
H 4.881903 7.027329 1.667434 0.014 -0.219 -0.444
H 5.463399 5.581514 0.717009 -0.121 0.212 -0.088
C -2.191854 3.345158 -3.023329 -1.537 0.337 -0.327
O -0.794308 3.501088 -3.087106 0.358 -0.276 0.371
C -0.265849 4.732362 -2.952334 0.093 -1.194 0.152
O -0.834345 5.780128 -2.990353 -0.388 0.163 -0.032
O 1.052715 4.646942 -2.777941 0.760 0.877 0.361
C 1.740336 3.443588 -2.437921 -0.823 -1.264 -1.043
H -2.642177 3.848467 -2.165296 0.248 0.318 -0.101
H -2.524293 2.309857 -2.948059 1.002 -0.282 0.074
H -2.651121 3.691046 -3.953888 0.051 0.384 0.136
H 1.618988 3.130649 -1.404668 0.054 0.494 0.303
H 2.781880 3.534582 -2.729685 0.033 0.419 0.232
H 1.315115 2.633766 -3.036164 0.165 -0.037 0.076
C 2.213134 5.377989 5.009424 0.798 -0.627 0.879
O 2.651762 6.061211 3.846009 -0.599 0.822 0.461
C 2.229917 5.628806 2.671807 -0.569 0.982 -0.072
O 1.575798 4.642876 2.470148 -1.360 0.689 0.215
O 2.731704 6.477520 1.758590 -0.879 0.072 0.509
C 2.463930 6.153303 0.411094 -0.641 0.452 -1.722
H 1.171972 5.066193 5.033023 -0.022 0.035 -0.511
H 2.396380 6.017437 5.871576 -0.062 0.356 -0.287
H 2.894314 4.532879 5.142522 -0.438 -0.168 0.006
H 1.448679 6.420524 0.104019 -0.144 -0.198 0.387
H 2.718282 5.110423 0.218911 -0.739 0.827 -0.321
H 3.092366 6.782415 -0.221651 0.255 0.054 0.334
```
Positions in Å, forces in eV/Å.

* SMILES: COP(=O)(OC)OC.COP(=O)(OC)OC.COP(=O)(OC)OC.COP(=O)(OC)OC.COP(=O)(OC)OC.COP(=O)(OC)OC.COP(=O)(OC)OC.COP(=O)(OC)OC.COC(=O)OC.COC(=O)OC.COC(=O)OC.COC(=O)OC
* HOMO energy: -10.18 eV
* total energy: -203305.04098 eV
* 2S+1: 1
* relative energy (zero: lowest compared OMol25 entry of this formula, charge and spin): 56.79 kcal/mol
* gap between HOMO and LUMO: 10.52 eV